Here is one molecule with the formula C32H34N2O2 from the OMol25 dataset. Energies are from ωB97M-V/def2-TZVPD.

Results
Electronic energy   -40810.4885 eV
HOMO level   -8.637 eV
Maximum force   0.0187 Eh/bohr
SMILES string   O=C(c1ccc(C#CC2(O)CCCCC2)cc1)N1CCN(C(c2ccccc2)c2ccccc2)CC1
Energy above the lowest of the compared OMol25 structures with the same formula, charge and spin   0.00 kJ/mol
Gap between HOMO and LUMO   9.15 eV

CARTESIAN COORDINATES (ANGSTROEM)
O -1.1535 -3.6207 -1.7498
C -0.9971 -3.0235 -0.7008
C 0.3214 -2.4166 -0.3438
C 0.8842 -1.4917 -1.2179
C 2.1115 -0.9249 -0.9404
C 2.8093 -1.2977 0.2090
C 4.0665 -0.7181 0.4990
C 5.1419 -0.2177 0.7046
C 6.4242 0.3916 1.0437
O 6.6850 0.2502 2.4355
C 7.5617 -0.3307 0.3073
C 7.4435 -0.1561 -1.2023
C 7.4379 1.3237 -1.5743
C 6.2904 2.0406 -0.8697
C 6.4055 1.8794 0.6426
C 2.2604 -2.2505 1.0686
C 1.0246 -2.8010 0.7945
N -1.9872 -2.9101 0.2240
C -1.9826 -1.9794 1.3293
C -3.1402 -0.9715 1.1520
N -3.4267 -0.8882 -0.2622
C -4.0176 0.3560 -0.7400
C -5.3433 0.6520 -0.0671
C -6.5272 0.2497 -0.6747
C -7.7453 0.4254 -0.0415
C -7.7970 1.0080 1.2126
C -6.6248 1.4190 1.8244
C -5.4079 1.2406 1.1914
C -3.0125 1.4852 -0.6406
C -1.6507 1.2095 -0.6238
C -0.7241 2.2344 -0.5637
C -1.1468 3.5524 -0.5323
C -2.5010 3.8366 -0.5744
C -3.4283 2.8107 -0.6311
C -4.0763 -2.0947 -0.7316
C -3.3246 -3.3105 -0.1543
H 0.3472 -1.2200 -2.1146
H 2.5426 -0.1972 -1.6125
H 5.9587 0.6461 2.9295
H 7.5362 -1.3875 0.5775
H 8.5032 0.0871 0.6681
H 8.2778 -0.6619 -1.6917
H 6.5170 -0.6210 -1.5475
H 7.3362 1.4350 -2.6555
H 8.3865 1.7771 -1.2774
H 6.2974 3.1024 -1.1245
H 5.3396 1.6187 -1.2040
H 7.3332 2.3332 0.9987
H 5.5684 2.3789 1.1395
H 2.8111 -2.5508 1.9480
H 0.6032 -3.5420 1.4585
H -2.1010 -2.5298 2.2708
H -1.0288 -1.4525 1.3531
H -2.8254 0.0058 1.5165
H -4.0220 -1.2894 1.7342
H -4.2096 0.1954 -1.8114
H -6.4961 -0.1982 -1.6586
H -8.6551 0.1077 -0.5298
H -8.7461 1.1465 1.7088
H -6.6576 1.8819 2.8000
H -4.5024 1.5788 1.6738
H -1.3218 0.1832 -0.6648
H 0.3308 2.0005 -0.5447
H -0.4252 4.3546 -0.4839
H -2.8390 4.8626 -0.5645
H -4.4831 3.0424 -0.6705
H -4.0145 -2.1022 -1.8230
H -5.1398 -2.1464 -0.4382
H -3.8284 -3.6967 0.7359
H -3.2463 -4.1037 -0.8978